Here is a molecular structure, C13H30NO3SSi3V at a distorted geometry from the OMol25 dataset. Energies are from the ωB97M-V functional and the def2-TZVPD basis.

## Properties
- 2S+1: 1
- LUMO level: -8.7876 eV
- Relative energy (zero: lowest compared OMol25 entry of this formula, charge and spin): 0.000 eV
- Electronic energy: -3004.055446 Eh
- Net charge: +2
- Kohn-Sham gap: 7.7 eV

Geometry as XYZ:
```
52
C13H30NO3SSi3V (the ωB97M-V functional and the def2-TZVPD basis)
V -1.339 0.242 0.647
C -2.864 -2.381 0.026
O -1.628 -1.612 0.224
Si -0.158 -1.697 -0.748
C -0.619 -1.701 -2.509
C 0.726 -3.224 -0.286
C 0.408 -0.020 0.083
Si 0.989 1.320 -1.305
C 2.179 0.449 -2.428
C -0.396 1.963 -2.367
C 1.705 2.756 -0.402
Si 1.723 -0.301 1.577
C 3.313 -0.851 0.824
C 1.072 -1.624 2.727
C 1.892 1.265 2.535
H -2.598 -3.434 0.017
H -3.326 -2.083 -0.910
H -3.518 -2.170 0.865
H -1.232 -2.588 -2.698
H 0.278 -1.795 -3.123
H -1.176 -0.825 -2.834
H 0.081 -4.065 -0.560
H 0.981 -3.306 0.765
H 1.640 -3.317 -0.880
H 1.651 -0.067 -3.231
H 2.864 -0.252 -1.958
H 2.784 1.233 -2.896
H -1.131 1.236 -2.702
H 0.088 2.366 -3.262
H -0.912 2.798 -1.888
H 2.736 2.593 -0.087
H 1.111 3.045 0.466
H 1.707 3.601 -1.098
H 3.280 -1.898 0.517
H 4.074 -0.764 1.608
H 3.656 -0.244 -0.010
H 0.173 -2.135 2.386
H 0.854 -1.189 3.704
H 1.848 -2.381 2.882
H 2.601 1.968 2.103
H 2.268 0.982 3.523
H 0.939 1.778 2.679
C -3.892 2.672 -0.516
C -2.775 1.747 -0.299
O -2.687 0.574 -0.793
O -1.772 2.031 0.492
H -4.823 2.113 -0.589
H -3.730 3.171 -1.477
H -3.928 3.423 0.268
S -2.142 0.190 5.001
C -1.689 0.206 3.555
N -1.285 0.198 2.381
```